No. 1
ORCA calculation (the ωB97M-V functional and the def2-TZVPD basis) on 2 unconnected molecules or ions with the total composition C8H10ClN3O3.

Calculated values
SMILES string: Nc1ccc(N=C=O)cc1.ON(O)CCl
2S+1: 1
Energy above the lowest of the compared OMol25 structures with the same formula, charge and spin in kJ/mol: 33.04
Orbital gap in eV: 8.03

Geometry (Å):
N1 -3.36 0.90 -1.96
C1 -2.07 0.68 -1.60
C2 -1.63 0.77 -0.27
C3 -0.35 0.30 0.04
C4 0.58 -0.11 -0.95
N2 1.88 -0.37 -0.78
C5 3.05 -0.53 -0.51
O1 4.17 -0.78 -0.29
C6 0.02 -0.32 -2.27
C7 -1.25 0.02 -2.59
H1 -3.82 1.26 -1.15
H2 -3.55 1.13 -2.89
H3 -2.24 1.15 0.44
H4 0.05 0.36 1.03
H5 0.66 -0.63 -3.14
H6 -1.76 -0.07 -3.57
O2 0.80 -0.84 3.01
N3 1.82 -0.74 2.08
O3 2.30 -2.07 1.72
C8 2.90 0.11 2.48
Cl1 2.48 1.81 1.95
H7 -0.06 -0.74 2.59
H8 2.25 -2.68 2.49
H9 2.95 0.21 3.59
H10 3.93 -0.11 2.08

natural (NBO) atomic charge list, values in e, 4 entries: -0.80 0.19 -0.29 -0.19

---

No. 2
ORCA calculation (the ωB97M-V functional and the def2-TZVPD basis) on 2 unconnected molecules or ions with the total composition C8H10ClNO2.

Calculated values
SMILES string: [H]/N=C(\C)O.Oc1ccccc1Cl
2S+1: 1
Energy above the lowest of the compared OMol25 structures with the same formula, charge and spin in kJ/mol: 81.54
Orbital gap in eV: 9.60

Geometry (Å):
H1 -0.79 1.05 1.68
N1 -0.71 1.08 0.64
C1 -1.83 1.22 0.05
C2 -3.24 1.29 0.68
O1 -1.90 1.36 -1.27
H2 -3.19 2.34 1.14
H3 -4.06 1.10 0.05
H4 -3.26 0.63 1.62
H5 -0.89 1.17 -1.53
O2 0.90 1.12 -1.50
C3 1.74 0.15 -0.99
C4 1.64 -1.15 -1.49
C5 2.42 -2.12 -0.95
C6 3.22 -1.86 0.22
C7 3.34 -0.57 0.63
C8 2.66 0.45 0.02
Cl1 2.93 2.16 0.38
H6 1.19 1.95 -1.14
H7 1.05 -1.47 -2.38
H8 2.34 -3.17 -1.24
H9 3.84 -2.73 0.72
H10 4.00 -0.19 1.46

natural (NBO) atomic charge list, values in e, 4 entries: 0.35 -0.78 0.59 -0.70

---

No. 3
ORCA calculation (the ωB97M-V functional and the def2-TZVPD basis) on 2 unconnected molecules or ions with the total composition C8H10ClP.

Calculated values
2S+1: 1
Energy above the lowest of the compared OMol25 structures with the same formula, charge and spin in kJ/mol: 419.56
Orbital gap (spin up / spin down) in eV: 7.85 / 7.85

Geometry (Å):
C1 -1.76 -2.10 0.31
C2 -2.95 -1.48 0.01
C3 -0.59 -1.27 0.48
C4 -2.93 -0.12 -0.18
C5 -0.66 0.10 0.33
C6 -1.83 0.76 -0.02
C7 2.22 1.06 -1.44
C8 2.66 0.76 1.16
P1 1.59 1.78 0.11
Cl1 -1.98 2.48 -0.32
H1 -1.84 -3.15 0.47
H2 -3.85 -2.18 -0.03
H3 0.37 -1.63 0.66
H4 -3.90 0.33 -0.49
H5 3.33 1.33 -1.50
H6 1.69 1.70 -2.12
H7 2.06 -0.01 -1.42
H8 2.34 0.79 2.29
H9 3.61 1.13 0.99
H10 2.44 -0.29 0.70

natural (NBO) atomic charge list, values in e, 4 entries: -0.20 -0.23 -0.31 -0.22

---

No. 4
ORCA calculation (the ωB97M-V functional and the def2-TZVPD basis) on 2 unconnected molecules or ions with the total composition C8H10F2N2.

Calculated values
2S+1: 1
Energy above the lowest of the compared OMol25 structures with the same formula, charge and spin in kJ/mol: 466.40
Orbital gap (spin up / spin down) in eV: 8.41 / 8.41

Geometry (Å):
C1 -0.06 1.46 4.00
C2 0.73 2.61 3.72
C3 0.84 2.35 1.41
C4 -0.29 -1.06 -0.63
C5 -0.23 -0.93 0.88
C6 -0.44 0.34 -1.25
C7 0.94 -0.04 1.27
C8 0.69 1.23 -0.85
N1 -0.86 0.66 4.24
N2 0.81 1.22 0.70
F1 2.07 2.43 3.90
F2 0.94 3.45 0.65
H1 0.67 -1.42 -0.89
H2 -1.10 -1.68 -0.96
H3 -1.14 -0.26 1.09
H4 -0.02 -1.82 1.41
H5 -0.39 0.17 -2.36
H6 -1.38 0.65 -0.97
H7 0.94 0.13 2.39
H8 2.02 -0.48 1.17
H9 1.62 0.79 -1.34
H10 0.48 2.26 -1.27

natural (NBO) atomic charge list, values in e, 4 entries: 0.07 0.24 0.60 -0.39

---

No. 5
ORCA calculation (the ωB97M-V functional and the def2-TZVPD basis) on a gas-phase ion, C8H10F2NO4 (charge +1).

Calculated values
2S+1: 1
Total charge: +1
Orbital gap in eV: 7.40

Geometry (Å):
C1 -1.32 2.23 -1.36
C2 -2.18 1.45 -0.73
C3 0.15 1.98 -1.33
C4 0.49 0.56 -0.84
C5 -1.87 0.18 0.02
C6 -0.37 -0.14 0.05
C7 -0.18 -1.66 0.26
C8 0.60 -2.13 1.47
N1 2.49 0.60 -2.09
O1 0.94 2.86 -1.55
O2 1.60 -0.07 -1.13
O3 0.45 -0.28 2.77
O4 0.22 -1.65 2.67
F1 3.28 -0.46 -2.30
F2 3.22 1.50 -1.34
H1 -1.80 3.03 -1.92
H2 -3.25 1.84 -0.53
H3 -2.12 0.28 1.07
H4 -2.25 -0.72 -0.38
H5 0.02 0.24 1.04
H6 0.26 -2.19 -0.53
H7 -1.15 -2.06 0.40
H8 0.45 -3.23 1.49
H9 1.73 -2.18 1.15
H10 0.60 0.03 3.67

natural (NBO) atomic charge list, values in e, 4 entries: -0.31 -0.06 0.43 0.63

---

No. 6
ORCA calculation (the ωB97M-V functional and the def2-TZVPD basis) on a molecular structure, C8H10F6NbO6.

Calculated values
2S+1: 1
Total charge: -1
Orbital gap in eV: 6.81

Geometry (Å):
O1 -0.20 2.81 5.49
C1 -0.52 2.15 4.54
O2 -1.74 2.20 3.95
C2 0.46 1.15 3.87
F1 -0.20 0.40 2.99
F2 1.00 0.39 4.84
C3 1.58 1.99 3.17
F3 2.45 2.35 4.15
F4 1.01 3.13 2.72
C4 2.35 1.25 2.04
F5 2.14 -0.06 2.12
F6 3.67 1.45 2.26
C5 2.05 1.84 0.62
O3 2.53 2.93 0.37
Nb1 0.84 0.83 -1.00
H1 -1.79 2.97 3.37
H2 0.07 2.49 -1.23
H3 -0.40 0.32 0.26
H4 1.94 -0.63 -0.78
H5 2.11 1.40 -2.24
H6 -0.16 0.31 -2.42
C6 -2.02 -3.28 -4.89
C7 -2.76 -3.59 -3.60
O4 -1.75 -3.39 -2.61
C8 -0.81 -2.54 -3.12
O5 0.05 -2.02 -2.50
O6 -1.03 -2.35 -4.45
H7 -2.65 -2.84 -5.65
H8 -1.52 -4.16 -5.30
H9 -3.58 -2.90 -3.41
H10 -3.13 -4.61 -3.55

natural (NBO) atomic charge list, values in e, 4 entries: -0.51 0.73 -0.71 0.54

---

No. 7
ORCA calculation (the ωB97M-V functional and the def2-TZVPD basis) on 2 unconnected molecules or ions with the total composition C8H10FIO2S.

Calculated values
2S+1: 1
Energy above the lowest of the compared OMol25 structures with the same formula, charge and spin in kJ/mol: 0.00
Orbital gap (spin up / spin down) in eV: 7.20 / 8.41

Geometry (Å):
C1 -0.74 1.08 2.08
C2 -1.35 0.83 0.93
C3 0.70 -3.32 -3.17
C4 -2.82 1.03 0.80
C5 0.73 0.80 2.35
C6 -0.53 0.60 -0.24
C7 1.55 0.68 1.05
C8 0.75 -0.04 -0.06
O1 -3.50 0.73 -0.17
O2 1.28 0.34 -2.68
F1 1.79 2.00 0.55
S1 1.95 -0.28 -1.45
I1 -0.11 -1.65 -4.10
H1 -1.37 1.35 2.91
H2 1.52 -3.72 -3.72
H3 0.00 -3.99 -2.65
H4 -3.33 1.28 1.71
H5 1.17 1.51 2.96
H6 0.88 -0.20 2.86
H7 -1.15 0.05 -1.06
H8 -0.38 1.61 -0.64
H9 2.56 0.36 1.39
H10 0.38 -1.06 0.32

natural (NBO) atomic charge list, values in e, 4 entries: -0.10 -0.12 -0.56 0.41

---

No. 8
ORCA calculation (the ωB97M-V functional and the def2-TZVPD basis) on a molecular structure, C8H10FeIN.

Calculated values
2S+1: 6
⟨S²⟩: 8.792
Total charge: -1
Orbital gap (spin up / spin down) in eV: 6.69 / 6.91

Geometry (Å):
C1 0.77 0.08 -2.26
C2 1.51 1.08 -1.57
C3 0.61 2.09 -1.13
C4 -0.70 1.71 -1.54
C5 -0.60 0.47 -2.23
Fe1 0.00 0.00 0.00
C6 1.94 0.07 1.50
C7 2.17 -1.08 0.84
C8 2.65 -2.17 0.29
N1 -0.38 -1.66 0.09
H1 0.87 2.99 -0.57
H2 2.60 1.07 -1.41
H3 -1.62 2.26 -1.34
H4 -1.43 -0.10 -2.65
H5 1.17 -0.83 -2.70
H6 2.36 1.02 1.15
H7 -0.52 -2.68 -0.01
H8 1.41 0.08 2.46
H9 3.65 -2.53 0.60
H10 2.11 -2.73 -0.47
I1 -0.87 1.92 1.76

natural (NBO) atomic charge list, values in e, 4 entries: -0.36 -0.37 -0.35 -0.35

---

No. 9
ORCA calculation (the ωB97M-V functional and the def2-TZVPD basis) on a molecular structure, C8H10InN2.

Calculated values
2S+1: 1
Energy above the lowest of the compared OMol25 structures with the same formula, charge and spin in kJ/mol: 0.00
Total charge: -1
Orbital gap (spin up / spin down) in eV: 6.91 / 5.65

Geometry (Å):
C1 -0.87 1.14 -1.57
C2 0.51 0.94 -1.84
C3 1.26 1.68 -0.87
C4 0.33 2.32 0.01
C5 -0.99 1.98 -0.42
In1 -0.23 -0.38 0.90
N1 -2.15 -1.02 0.61
C6 0.11 -2.75 0.35
C7 1.11 -2.08 -0.35
H1 2.35 1.80 -0.86
H2 0.92 0.39 -2.69
H3 0.58 3.03 0.80
H4 -1.92 2.39 -0.03
H5 -1.70 0.74 -2.15
H6 1.04 -1.79 -1.41
H7 -0.86 -3.01 -0.09
H8 -2.96 -0.64 1.12
H9 2.12 -1.98 0.07
H10 0.33 -3.30 1.28
N2 0.66 0.32 4.13
C8 0.38 0.20 2.99

Löwdin atomic charge list, values in e, 4 entries: -0.23 -0.23 -0.21 -0.23

---

No. 10
ORCA calculation (the ωB97M-V functional and the def2-TZVPD basis) on a single C8H10N2O molecule.

Calculated values
SMILES string: C/C(C=O)=C(/C)c1ncc[nH]1
2S+1: 1
Energy above the lowest of the compared OMol25 structures with the same formula, charge and spin in kJ/mol: 371.34
Orbital gap (spin up / spin down) in eV: 7.51 / 6.94

Geometry (Å):
C1 1.72 1.84 -0.20
C2 1.73 0.33 0.12
C3 3.03 -0.29 0.16
O1 4.04 0.35 0.06
C4 0.28 -0.61 0.07
C5 0.26 -2.07 -0.08
C6 -1.01 0.03 0.09
N1 -1.30 1.40 0.20
C7 -2.72 1.47 0.18
C8 -3.21 0.16 0.04
N2 -2.16 -0.65 -0.05
H1 2.07 2.36 0.76
H2 2.47 1.91 -0.93
H3 0.78 2.14 -0.50
H4 3.10 -1.34 0.18
H5 -0.37 -2.58 0.67
H6 -0.24 -2.32 -0.98
H7 1.27 -2.58 -0.02
H8 -3.34 2.36 0.19
H9 -4.22 -0.26 0.02
H10 -2.17 -1.64 0.00

natural (NBO) atomic charge list, values in e, 4 entries: -0.66 0.04 0.30 -0.53

---

No. 11
ORCA calculation (the ωB97M-V functional and the def2-TZVPD basis) on a single C8H10N2O2 molecule.

Calculated values
2S+1: 1
Energy above the lowest of the compared OMol25 structures with the same formula, charge and spin in kJ/mol: 882.17
Orbital gap in eV: 9.55

Geometry (Å):
C1 1.26 -3.42 -0.17
C2 1.89 -0.20 1.47
C3 1.46 -0.89 0.18
C4 2.68 0.15 0.46
C5 -3.36 0.45 0.12
C6 0.37 -0.17 -0.65
C7 -2.02 0.67 -0.61
C8 -0.92 -0.17 0.11
N1 1.41 -2.26 -0.08
N2 3.66 0.86 -0.19
O1 4.59 0.29 -0.69
O2 3.44 2.07 -0.10
H1 1.89 -0.05 2.59
H2 -3.78 -0.49 -0.19
H3 -3.97 1.47 -0.14
H4 -3.09 0.38 1.13
H5 0.08 -0.60 -1.57
H6 0.80 0.81 -0.88
H7 -2.17 0.55 -1.67
H8 -1.87 1.72 -0.46
H9 -1.40 -1.20 0.14
H10 -0.96 0.04 1.20

natural (NBO) atomic charge list, values in e, 4 entries: 0.34 -0.15 0.14 0.11